No. 1
Formula: C3H4NS
Source: the OMol25 dataset
Level of theory: ωB97M-V/def2-TZVPD

Structure (XYZ):
```
9
Properties=species:S:1:pos:R:3:forces:R:3
C -1.381419 0.470157 -0.267026 -1.42 -5.74 3.03
C 0.084401 -0.942868 -0.156060 -4.08 0.31 -1.92
C 1.884911 0.689167 0.431586 -2.84 -3.19 -0.82
S -2.741918 0.090961 0.432253 1.23 0.48 -0.66
H -1.083046 1.265766 -0.777414 1.65 3.35 -2.26
H -0.371466 -1.462271 0.679479 0.39 -0.27 -0.05
H 2.470475 1.541054 0.646581 0.61 0.47 0.20
N 1.113284 -0.158281 0.193544 3.66 3.38 0.46
H 0.024780 -1.493686 -1.182942 0.80 1.21 2.02
```
Forces are in eV/Å.

**Net charge**: +1
**HOMO level**: -13.4 eV
**Energy relative to the best compared isomer or geometry (same formula, charge and spin)**: 316.3 kJ/mol
**Largest force on an atom**: 6.6 eV Å⁻¹
**2S+1**: 1
**DFT total energy**: -569.2271 hartree
**Frontier orbital gap**: 0.2996 Eh

---

No. 2
Formula: C3H4NS
Source: the OMol25 dataset
Level of theory: ωB97M-V/def2-TZVPD

Structure (XYZ):
```
9
Properties=species:S:1:pos:R:3:forces:R:3
C 2.918735 -1.250934 -0.018469 0.69 -2.22 0.84
H 0.282866 -1.436035 1.305725 -0.21 1.22 -0.48
C -0.230883 -0.717716 0.589221 -1.88 -3.63 5.35
C 2.540568 -0.158892 -0.480193 -2.74 0.39 -0.42
H -0.169118 0.143647 -1.230847 0.28 -0.80 1.55
N 0.263827 -0.399565 -0.430031 4.84 2.96 -7.02
S 3.189180 -2.683786 0.548841 0.03 0.69 -0.19
H -1.253742 -0.558416 0.737240 -1.75 0.32 0.73
H 2.202237 0.763767 -0.836641 0.73 1.08 -0.36
```
Forces are in eV/Å.

**Net charge**: +1
**HOMO level (alpha / beta)**: -14.4 / -14.4 eV
**Energy relative to the best compared isomer or geometry (same formula, charge and spin)**: 416.1 kJ/mol
**Largest force on an atom**: 9.0 eV Å⁻¹
**2S+1**: 1
**DFT total energy**: -569.1890 hartree
**Frontier orbital gap (alpha / beta)**: 0.2383 / 0.2384 Eh

---

No. 3
Formula: C3H4NdO3
Source: the OMol25 dataset
Level of theory: ωB97M-V/def2-TZVPD

Structure (XYZ):
```
11
Properties=species:S:1:pos:R:3:forces:R:3
O 0.481900 0.446957 -1.372491 -1.10 -0.76 -0.25
H 1.207187 -1.674411 4.015835 0.04 -0.17 0.36
C -0.833506 0.003646 -0.999447 0.74 0.04 -0.27
O 1.122911 1.196449 0.665346 -0.86 -1.68 2.55
H -1.265249 -0.345406 -1.955976 0.11 0.09 0.36
Nd 0.389018 -1.260801 2.187033 0.07 2.47 -3.06
H -1.825989 -1.654085 -0.076588 0.00 0.18 -0.11
C -0.891859 -1.076229 0.032437 0.10 -0.49 1.28
C 1.170928 1.333413 -0.581310 1.99 1.57 -2.06
H -1.421036 0.887954 -0.694658 -0.06 -0.24 0.10
O 1.865695 2.142515 -1.220180 -1.01 -1.00 1.09
```
Forces are in eV/Å.

**HOMO level (alpha / beta)**: -8.1 / -8.2 eV
**Energy relative to the best compared isomer or geometry (same formula, charge and spin)**: 421.8 kJ/mol
**Largest force on an atom**: 3.9 eV Å⁻¹
**2S+1**: 5
**DFT total energy**: -903.6237 hartree
**Frontier orbital gap (alpha / beta)**: 0.2203 / 0.2237 Eh

---

No. 4
Formula: C3H4NiO
Source: the OMol25 dataset
Level of theory: ωB97M-V/def2-TZVPD

Structure (XYZ):
```
9
Properties=species:S:1:pos:R:3:forces:R:3
H 0.781729 1.790154 0.429565 -0.36 -0.33 -0.04
C 0.106181 1.414651 -0.342512 0.83 0.15 -0.69
H 1.024857 -1.383506 -0.365397 -0.15 -0.10 1.25
H -0.297789 -0.145121 -1.795449 0.60 -0.18 -0.14
O -0.613877 -1.113241 0.920947 -1.88 -0.70 1.35
C 0.268647 0.177318 -0.920440 -2.39 2.79 0.28
H -0.733665 2.053741 -0.619199 0.16 0.07 -0.26
C 0.314321 -0.646458 0.263133 3.30 -1.33 -2.24
Ni -0.850404 -2.147537 2.429351 -0.10 -0.37 0.49
```
Forces are in eV/Å.

**Net charge**: +1
**HOMO level (alpha / beta)**: -12.1 / -13.8 eV
**Energy relative to the best compared isomer or geometry (same formula, charge and spin)**: 90.7 kJ/mol
**Largest force on an atom**: 4.2 eV Å⁻¹
**2S+1**: 4
**DFT total energy**: -1699.7153 hartree
**Frontier orbital gap (alpha / beta)**: 0.2556 / 0.2613 Eh

---

No. 5
Formula: C3H4O
Source: the OMol25 dataset
Level of theory: ωB97M-V/def2-TZVPD

Structure (XYZ):
```
8
Properties=species:S:1:pos:R:3:forces:R:3
C 2.714239 0.475903 0.444168 -1.81 -1.05 -0.39
C -2.168691 -0.480567 -0.777371 0.68 0.40 3.11
H -2.863063 -1.296115 -0.449428 0.31 0.45 -0.08
H -2.076291 -0.341342 -1.823942 0.21 0.38 -1.36
C 1.627648 -0.061429 0.543537 0.46 0.98 -0.18
H 0.563446 -0.329506 0.562064 1.19 0.08 0.23
H 3.619367 0.907647 0.094809 0.24 0.03 0.37
O -1.535329 0.181985 0.044312 -1.27 -1.27 -1.70
```
Forces are in eV/Å.

**HOMO level**: -10.3 eV
**Energy relative to the best compared isomer or geometry (same formula, charge and spin)**: 217.1 kJ/mol
**SMILES**: C#C.C=O
**Largest force on an atom**: 3.2 eV Å⁻¹
**2S+1**: 1
**DFT total energy**: -191.8273 hartree
**Frontier orbital gap**: 0.3907 Eh

---

No. 6
Formula: C3H4O2
Source: the OMol25 dataset
Level of theory: ωB97M-V/def2-TZVPD

Structure (XYZ):
```
9
Properties=species:S:1:pos:R:3:forces:R:3
C 0.789038 -0.534024 0.811072 0.29 -0.21 -2.47
H -0.725795 1.685586 -0.612128 -0.04 -0.41 1.11
O -0.295159 0.240000 1.205843 -0.58 1.19 -1.92
C 0.220774 -0.209757 -0.899486 -1.16 0.26 0.37
C -0.770463 0.640563 -0.226263 -0.10 -0.12 2.66
H 0.747587 -1.608549 1.051266 -0.12 0.44 0.06
H 1.760084 -0.077184 1.054317 -0.21 -0.23 -0.24
H -1.759236 0.196726 -0.303189 -0.21 0.31 -0.24
O 0.033171 -0.333361 -2.081434 2.13 -1.23 0.67
```
Forces are in eV/Å.

**HOMO level**: -9.7 eV
**Energy relative to the best compared isomer or geometry (same formula, charge and spin)**: 301.4 kJ/mol
**SMILES**: O=C1COC1
**Largest force on an atom**: 2.7 eV Å⁻¹
**2S+1**: 1
**DFT total energy**: -267.0780 hartree
**Frontier orbital gap**: 0.3858 Eh

---

No. 7
Formula: C3H4O2
Source: the OMol25 dataset
Level of theory: ωB97M-V/def2-TZVPD

Structure (XYZ):
```
9
Properties=species:S:1:pos:R:3:forces:R:3
C -1.004874 0.000855 -0.504839 3.55 0.89 -3.04
C 1.137587 0.054745 -0.355607 -4.57 0.45 -0.87
H -1.151887 0.134407 -1.591874 0.04 -0.64 0.79
H -1.229600 -1.015741 0.895123 -0.24 -0.78 2.45
C 2.228462 -0.018815 0.120975 4.10 0.03 1.03
H -0.808506 0.958272 0.882396 0.64 1.34 2.02
O -1.114592 -1.232713 -0.004305 -1.20 1.02 -1.37
H 3.325550 -0.016449 0.404052 -2.21 -0.09 -0.43
O -1.382142 1.135439 0.154082 -0.11 -2.21 -0.58
```
Forces are in eV/Å.

**HOMO level**: -9.6 eV
**Energy relative to the best compared isomer or geometry (same formula, charge and spin)**: 490.0 kJ/mol
**Largest force on an atom**: 4.8 eV Å⁻¹
**2S+1**: 1
**DFT total energy**: -267.0061 hartree
**Frontier orbital gap**: 0.3691 Eh

---

No. 8
Formula: C3H4O2
Source: the OMol25 dataset
Level of theory: ωB97M-V/def2-TZVPD

Structure (XYZ):
```
9
Properties=species:S:1:pos:R:3:forces:R:3
H -2.294785 0.162242 0.014452 0.02 0.01 0.02
O 0.753099 1.054724 0.567477 0.59 0.30 0.18
H 1.279586 -0.921749 0.879739 -0.04 0.11 -0.02
H -1.016103 -0.088963 1.335786 0.05 0.12 -0.19
C -0.295685 -0.078662 -0.697987 0.21 -0.04 -0.87
H 1.917389 -0.120080 -0.658780 -0.09 0.00 0.05
C 1.186044 -0.101781 0.155038 0.13 -0.13 -0.07
C -1.246387 0.131309 0.303990 -0.80 -0.37 0.07
O -0.283158 -0.037041 -1.899715 -0.08 0.02 0.84
```
Forces are in eV/Å.

**HOMO level (alpha / beta)**: -9.6 / -9.4 eV
**Energy relative to the best compared isomer or geometry (same formula, charge and spin)**: 418.8 kJ/mol
**Largest force on an atom**: 0.9 eV Å⁻¹
**2S+1**: 1
**DFT total energy**: -267.0333 hartree
**Frontier orbital gap (alpha / beta)**: 0.2970 / 0.2861 Eh

---

No. 9
Formula: C3H4O2
Source: the OMol25 dataset
Level of theory: ωB97M-V/def2-TZVPD

Structure (XYZ):
```
9
Properties=species:S:1:pos:R:3:forces:R:3
O -1.023570 -0.065465 -0.567477 0.04 0.53 0.81
C -0.850633 0.979754 0.488403 -0.49 0.61 -1.24
H -1.383889 1.936386 0.189221 -0.07 -1.73 0.52
H 0.170469 1.280818 0.486575 1.01 0.04 -0.09
O 0.512188 -1.889371 -1.199637 -1.83 -0.20 -0.70
H 2.303529 -0.991601 -0.184571 0.58 0.68 0.24
H -1.035408 0.525866 1.458368 -0.63 0.24 -0.09
C 0.054448 -0.795901 -0.573746 1.86 0.09 0.09
C 1.252866 -0.980485 -0.097136 -0.49 -0.26 0.46
```
Forces are in eV/Å.

**HOMO level**: -7.9 eV
**Energy relative to the best compared isomer or geometry (same formula, charge and spin)**: 475.8 kJ/mol
**SMILES**: COC1=CO1
**Largest force on an atom**: 2.0 eV Å⁻¹
**2S+1**: 1
**DFT total energy**: -267.0116 hartree
**Frontier orbital gap**: 0.3209 Eh

---

No. 10
Formula: C3H4O2
Source: the OMol25 dataset
Level of theory: ωB97M-V/def2-TZVPD

Structure (XYZ):
```
9
Properties=species:S:1:pos:R:3:forces:R:3
H -1.910711 -0.085880 0.050289 0.17 -0.01 0.05
O 2.301267 -0.357867 -0.387207 -0.94 0.19 0.16
H -0.814018 -1.028159 1.120866 0.01 0.08 -0.12
H -0.112656 0.357992 -1.096321 0.05 -0.02 -0.12
C 0.137991 0.786659 0.240272 0.10 0.09 0.29
H 0.277741 1.649913 0.885869 0.01 -0.12 -0.12
C -0.872157 -0.348740 0.265547 -0.22 -0.04 0.09
C 1.194889 -0.050527 -0.189639 0.89 0.04 -0.13
O -0.202348 -0.923391 -0.889680 -0.06 -0.21 -0.09
```
Forces are in eV/Å.

**HOMO level**: -9.7 eV
**Energy relative to the best compared isomer or geometry (same formula, charge and spin)**: 391.4 kJ/mol
**Largest force on an atom**: 1.0 eV Å⁻¹
**2S+1**: 1
**DFT total energy**: -267.0437 hartree
**Frontier orbital gap**: 0.3842 Eh

---

No. 11
Formula: C3H4O2
Source: the OMol25 dataset
Level of theory: ωB97M-V/def2-TZVPD

Structure (XYZ):
```
9
Properties=species:S:1:pos:R:3:forces:R:3
H -0.170385 -2.087545 0.238395 0.24 0.33 -0.02
H 0.637874 -1.190591 1.624042 -0.02 0.09 -0.39
C 0.337487 -1.165681 0.564079 -2.10 1.36 0.34
H -0.158024 0.868367 -1.684252 0.51 -0.27 0.31
C -0.858615 0.332324 0.276991 0.36 0.82 -0.83
O -1.756219 1.142137 0.235205 -0.63 -1.95 1.67
C 0.178606 0.836817 -0.636316 2.61 -2.11 -0.13
H 0.614039 1.795718 -0.303885 0.30 -0.71 -0.17
O 1.173738 -0.559636 -0.311636 -1.26 2.43 -0.78
```
Forces are in eV/Å.

**HOMO level**: -9.5 eV
**Energy relative to the best compared isomer or geometry (same formula, charge and spin)**: 403.0 kJ/mol
**Largest force on an atom**: 3.4 eV Å⁻¹
**2S+1**: 1
**DFT total energy**: -267.0393 hartree
**Frontier orbital gap**: 0.3757 Eh

---

No. 12
Formula: C3H4O2
Source: the OMol25 dataset
Level of theory: ωB97M-V/def2-TZVPD

Structure (XYZ):
```
9
Properties=species:S:1:pos:R:3:forces:R:3
H 0.070229 -1.463281 -1.079562 0.24 0.21 -0.18
H -1.311653 0.683130 -1.614682 -0.99 0.48 -1.16
H 1.824240 0.325515 0.671526 -0.07 -0.13 0.05
O -0.168777 0.809181 1.063301 0.03 0.15 -0.14
C 0.878641 -0.211049 0.773625 0.50 -0.25 0.55
H 0.905969 -0.966360 1.547998 0.09 0.01 0.33
C -0.695073 0.390379 -0.101652 0.39 -0.23 -0.47
O -1.657550 1.005166 -0.779014 -0.13 0.11 0.53
C 0.153975 -0.572680 -0.481540 -0.04 -0.35 0.49
```
Forces are in eV/Å.

**HOMO level**: -8.6 eV
**Energy relative to the best compared isomer or geometry (same formula, charge and spin)**: 235.0 kJ/mol
**Largest force on an atom**: 1.6 eV Å⁻¹
**2S+1**: 1
**DFT total energy**: -267.1033 hartree
**Frontier orbital gap**: 0.3487 Eh